1 | Entry from the OMol25 dataset: the molecule C3H4O3 (ωB97M-V with the def2-TZVPD basis set).

The LUMO energy comes out at 0.9 eV. The SMILES is O=CCOC=O. Its HOMO-LUMO gap is 0.410 Ha.

The geometry in ORCA input format:
```
! RIJCOSX wB97M-V def2-TZVPD def2/J DEFGRID3
* xyz 0 1
O -0.87010 -0.42794 -0.68490
O -1.19791 0.72362 1.22446
O 1.13334 1.47079 -0.68204
C -1.57833 0.35122 0.14661
C 1.31204 0.45481 -0.06246
C 0.41127 -0.76349 -0.17604
H 0.84801 -1.46527 -0.89306
H 0.32509 -1.25501 0.79755
H 2.17072 0.33040 0.62811
H -2.55413 0.58086 -0.29823
*
```

Atom charges from the natural (NBO) analysis, given in e for atoms 1 to 8:
1 O -0.4831
2 O -0.5792
3 O -0.4988
4 C 0.6490
5 C 0.4211
6 C -0.1960
7 H 0.2246
8 H 0.2111

=====

2 | Entry from the OMol25 dataset: a 2-piece molecular cluster, C3H4O3 overall (ωB97M-V with the def2-TZVPD basis set).

The LUMO energy (spin up / spin down) comes out at -2.3 / -2.3 eV. Its HOMO-LUMO gap (spin up / spin down) is 0.294 / 0.294 Ha.

The geometry in ORCA input format:
```
! RIJCOSX wB97M-V def2-TZVPD def2/J DEFGRID3
* xyz 0 1
O -2.01466 -1.54919 -0.40438
O 2.09842 1.06175 -0.01434
O -0.21181 1.26537 -0.60982
C 0.81412 -0.62717 0.33903
C -0.30680 0.14285 -0.15785
C -1.72260 -0.41204 -0.14233
H 1.34713 -0.27045 1.19253
H 0.71548 -1.73849 0.26500
H -2.45360 0.39362 0.06013
H 1.72092 1.81648 -0.53153
*
```

Atom charges from the natural (NBO) analysis, given in e for atoms 1 to 8:
1 O -0.4722
2 O -0.7684
3 O -0.4603
4 C -0.1515
5 C 0.3694
6 C 0.3626
7 H 0.2748
8 H 0.2327

=====

3 | Entry from the OMol25 dataset: a 2-piece molecular cluster, C3H4O3 overall (ωB97M-V with the def2-TZVPD basis set).

The LUMO energy comes out at 0.9 eV. Its HOMO-LUMO gap is 0.381 Ha.

The geometry in ORCA input format:
```
! RIJCOSX wB97M-V def2-TZVPD def2/J DEFGRID3
* xyz 0 1
O 2.46244 -0.32612 0.74067
O -2.89597 -0.97930 -0.03462
O -0.99214 0.00291 0.48030
C 1.71080 -0.79421 -0.19978
C 2.27776 0.62869 -0.32453
C -2.17300 0.08516 0.25725
H -2.90821 0.97666 0.25031
H 1.69336 1.57678 -0.23847
H -2.39263 -1.80398 0.03304
H 3.21759 0.63340 -0.96417
*
```

Atom charges from the natural (NBO) analysis, given in e for atoms 1 to 8:
1 O -0.4321
2 O -0.6820
3 O -0.5914
4 C 0.3361
5 C -0.3029
6 C 0.6507
7 H 0.1241
8 H 0.2134

=====

Energies relative to the most stable structure are 1 0.0; 2 473.5; 3 320.3, reported in kJ/mol.

=====

1 | Entry from the OMol25 dataset: the molecule C3H4O3 (ωB97M-V with the def2-TZVPD basis set).

The LUMO energy comes out at 0.0 eV. The SMILES is O=CC(O)C=O. Its HOMO-LUMO gap is 0.379 Ha.

The geometry in ORCA input format:
```
! RIJCOSX wB97M-V def2-TZVPD def2/J DEFGRID3
* xyz 0 1
O 0.00788 -0.99818 -1.25019
O -2.06425 0.13196 -0.07248
O 1.80680 0.41007 1.40222
C 0.27610 0.10635 -0.44854
C -1.01405 0.71377 0.07726
C 1.08263 -0.32393 0.78182
H 0.90218 -1.38455 1.05534
H -0.94541 -1.17496 -1.16178
H -0.93750 1.67520 0.61338
H 0.85000 0.87850 -0.98185
*
```

Atom charges from the natural (NBO) analysis, given in e for atoms 1 to 8:
1 O -0.6945
2 O -0.5178
3 O -0.4945
4 C -0.1180
5 C 0.4196
6 C 0.4267
7 H 0.1274
8 H 0.4924

=====

2 | Entry from the OMol25 dataset: the molecule C3H4O3 (ωB97M-V with the def2-TZVPD basis set).

The LUMO energy comes out at 0.6 eV. The SMILES is O=CCOC=O. Its HOMO-LUMO gap is 0.403 Ha.

The geometry in ORCA input format:
```
! RIJCOSX wB97M-V def2-TZVPD def2/J DEFGRID3
* xyz 0 1
O -0.77729 -0.43080 -0.68033
O -1.68121 0.23217 1.29462
O 0.81688 1.55561 0.08057
C -1.59658 0.31199 0.10199
C 1.31401 0.47692 -0.10467
C 0.46111 -0.78280 -0.09152
H 0.34362 -1.12802 0.94239
H 2.39380 0.36327 -0.31808
H -2.17981 0.98397 -0.54091
H 0.90547 -1.58231 -0.68405
*
```

Atom charges from the natural (NBO) analysis, given in e for atoms 1 to 8:
1 O -0.5115
2 O -0.5667
3 O -0.4945
4 C 0.6605
5 C 0.4163
6 C -0.1945
7 H 0.2314
8 H 0.1200

=====

3 | Entry from the OMol25 dataset: a 3-piece molecular cluster, C3H4O3 overall (ωB97M-V with the def2-TZVPD basis set).

The LUMO energy comes out at 0.6 eV. Its HOMO-LUMO gap is 0.404 Ha.

The geometry in ORCA input format:
```
! RIJCOSX wB97M-V def2-TZVPD def2/J DEFGRID3
* xyz 0 1
O 0.07948 2.68756 -0.18009
O -2.60314 0.70168 -0.18923
O 2.61815 0.57744 0.33443
C 2.31645 -0.58833 0.33291
C -2.34778 -0.47390 -0.24377
C 0.05230 1.55208 -0.17936
H -1.30889 -0.84321 -0.35454
H 3.07969 -1.38734 0.39365
H -3.13915 -1.24508 -0.18348
H 1.26124 -0.92086 0.26991
*
```

Atom charges from the natural (NBO) analysis, given in e for atoms 1 to 8:
1 O -0.5049
2 O -0.4918
3 O -0.4916
4 C 0.2785
5 C 0.2779
6 C 0.4961
7 H 0.1078
8 H 0.1105

=====

4 | Entry from the OMol25 dataset: the molecule C3H4O3 (ωB97M-V with the def2-TZVPD basis set).

The LUMO energy comes out at 0.4 eV. Its HOMO-LUMO gap is 0.347 Ha.

The geometry in ORCA input format:
```
! RIJCOSX wB97M-V def2-TZVPD def2/J DEFGRID3
* xyz 0 1
O 1.26826 -0.00723 0.53487
O -1.08134 0.46565 0.98306
O 0.79710 -1.17773 -1.62385
C -0.05879 -0.42217 0.53079
C 0.55557 -0.17398 -0.74189
C -0.88375 1.69334 0.56305
H -1.57547 2.27689 1.19895
H -0.20587 -1.41585 0.95390
H 0.43367 0.77693 -1.24804
H 0.75063 -2.01585 -1.15083
*
```

Atom charges from the natural (NBO) analysis, given in e for atoms 1 to 8:
1 O -0.4779
2 O -0.4764
3 O -0.6670
4 C 0.2735
5 C 0.3047
6 C 0.0956
7 H 0.0812
8 H 0.1757

=====

Energies relative to the most stable structure are 1 19.6; 2 0.0; 3 128.0; 4 375.9, reported in kJ/mol.